# 1
ORCA calculation (ωB97M-V/def2-TZVPD) on 2 unconnected molecules or ions with the total composition C4H13N3O at a distorted geometry.

Positions of all 21 atoms, in Å:
C -1.098 -1.532 -0.506
C 0.025 -0.758 -0.342
C 1.393 -1.348 -0.284
C -0.117 0.728 -0.123
N -0.486 1.006 1.269
N -0.829 2.374 1.482
N 0.570 0.614 2.124
H -1.020 -2.604 -0.381
H -2.063 -1.118 -0.249
H 2.080 -0.815 -0.943
H 1.755 -1.256 0.740
H 1.385 -2.402 -0.555
H 0.813 1.247 -0.406
H -0.922 1.105 -0.753
H -0.265 3.002 0.903
H -1.806 2.503 1.244
H 1.330 1.301 2.102
H 0.205 0.596 3.070
O -0.193 -0.523 -2.776
H 0.079 -0.976 -3.586
H -0.836 -1.143 -2.030

## Properties
Spin multiplicity = 1
HOMO level = -0.3345 hartree
Lowest unoccupied orbital energy = 0.8387 eV
Electronic energy = -399.5829 hartree
Charge = 0
Orbital gap = 9.9 eV
M = 119.2 g/mol
Structure (SMILES) = C=C(C)CN(N)N.O

***

# 2
ORCA calculation (ωB97M-V/def2-TZVPD) on a molecular structure, C4H13N3O at a distorted geometry.

Positions of all 21 atoms, in Å:
C 0.129 0.536 -1.560
C -0.059 0.079 -0.046
C 0.778 0.754 0.777
C 0.218 -1.448 -0.013
H -0.765 0.492 -3.672
H -2.144 1.324 -2.385
H 0.869 1.664 -1.470
H 0.933 -0.417 -2.106
H -1.408 1.244 0.631
H 1.702 0.767 0.276
H 0.484 1.834 0.777
H -0.192 -0.138 2.508
H 1.004 1.397 2.746
H 1.178 -1.902 -0.276
H -0.300 -2.087 -0.771
H 0.524 -1.348 1.868
H -1.138 -2.116 1.340
N -1.200 0.464 -2.428
N 0.736 0.485 2.199
N -0.036 -2.008 1.118
O -1.314 0.422 0.487

## Properties
Spin multiplicity = 1
HOMO level = -0.3101 hartree
Lowest unoccupied orbital energy = 0.5554 eV
Electronic energy = -399.3894 hartree
Charge = 0
Orbital gap = 9.0 eV
M = 119.2 g/mol

***

# 3
ORCA calculation (ωB97M-V/def2-TZVPD) on 2 unconnected molecules or ions with the total composition C4H13N3O at a distorted geometry.

Positions of all 21 atoms, in Å:
C -0.555 -2.121 0.590
C 0.871 -1.666 0.885
C 1.145 -0.190 0.546
C 0.225 0.763 1.314
O 1.075 0.043 -0.843
H -1.260 -1.695 1.300
H -0.616 -3.207 0.661
H -0.859 -1.829 -0.417
H 1.567 -2.271 0.300
H 1.096 -1.823 1.940
H 2.187 0.027 0.814
H 0.326 0.608 2.387
H 0.483 1.799 1.087
H -0.809 0.596 1.021
H 0.147 -0.085 -1.130
H -2.515 0.525 -1.770
N -1.523 0.770 -1.630
N -1.385 2.005 -1.867
N -0.170 2.465 -1.741
H -0.035 3.441 -1.964
H 0.606 1.847 -1.482

## Properties
Spin multiplicity = 1
HOMO level = -0.3509 hartree
Lowest unoccupied orbital energy = 1.0964 eV
Electronic energy = -399.6612 hartree
Charge = 0
Orbital gap = 10.6 eV
M = 119.2 g/mol
Structure (SMILES) = CC[C@H](C)O.[H]/N=N/N

***

# 4
ORCA calculation (ωB97M-V/def2-TZVPD) on 3 unconnected molecules or ions with the total composition C4H13N3O at a distorted geometry.

Positions of all 21 atoms, in Å:
H -2.946 0.678 1.759
N -2.806 0.070 0.960
C -1.718 -0.575 0.975
N -1.351 -1.335 -0.099
H -0.920 -0.551 1.774
H -0.760 -2.130 0.081
H -2.086 -1.467 -0.783
N 1.978 -1.547 0.452
C 1.759 -0.451 1.231
O 1.039 -0.467 2.215
H 2.563 -1.503 -0.363
H 1.599 -2.433 0.743
H 2.434 0.385 0.987
C 0.026 1.742 -0.570
C 0.259 1.093 -1.922
H 0.439 1.074 0.243
H 0.568 2.683 -0.484
H -1.030 1.945 -0.417
H -0.265 0.142 -1.975
H -0.103 1.735 -2.722
H 1.321 0.912 -2.085

## Properties
Spin multiplicity = 1
HOMO level = -0.3333 hartree
Lowest unoccupied orbital energy = 0.6863 eV
Electronic energy = -399.7047 hartree
Charge = 0
Orbital gap = 9.8 eV
M = 119.2 g/mol
Structure (SMILES) = [H]/N=C/N.NC=O.CC

***

Results for relative energy (zero: lowest compared OMol25 entry of this formula, charge and spin): 103.14, 224.56, 54.05, 26.71 (in kcal per mole, following the order of the records).